Below is a molecular structure, C16H27ClN6O5OsP, with properties calculated with ωB97M-V with the def2-TZVPD basis set.

## Properties
2S+1: 5
Charge: +3
LUMO level (spin up / spin down), eV: -8.698 / -11.953
Orbital gap (spin up / spin down), Eh: 0.3229 / 0.2049
E_tot, a.u.: -2221.58909
<S²>: 6.02
HOMO level (spin up / spin down), eV: -17.483 / -17.528

Each line ends with the natural charge from an NBO analysis.
Element x y z (Å)
Os (0.6480, -0.8927, 1.7156)  1.600
N (2.5453, -2.9816, -0.0105)  -0.544
C (1.3013, -3.4866, 0.2817)  0.429
C (1.0272, -4.7984, -0.1319)  -0.251
C (-0.1880, -5.3605, 0.1581)  -0.053
C (-1.1420, -4.6118, 0.8618)  -0.231
C (-0.8251, -3.3412, 1.2334)  0.051
N (0.3851, -2.7552, 0.9451)  -0.543
C (3.1870, -1.8147, 0.3237)  0.428
C (4.5185, -1.6685, -0.0917)  -0.253
C (5.2205, -0.5476, 0.2673)  -0.056
C (4.5919, 0.4423, 1.0365)  -0.233
C (3.2930, 0.2546, 1.3980)  0.053
N (2.5720, -0.8585, 1.0434)  -0.543
H (3.1348, -3.6373, -0.5048)  0.441
H (1.7877, -5.3569, -0.6608)  0.257
H (-0.4012, -6.3772, -0.1450)  0.272
H (-2.1054, -5.0243, 1.1230)  0.275
H (-1.5104, -2.7226, 1.7942)  0.237
H (4.9826, -2.4544, -0.6726)  0.257
H (6.2537, -0.4373, -0.0348)  0.271
H (5.1154, 1.3316, 1.3550)  0.275
H (2.7569, 0.9715, 2.0038)  0.238
C (-1.3124, 3.1880, 1.2989)  -0.448
N (-1.2413, 2.9410, -0.1362)  -0.467
C (-1.6578, 4.0687, -0.9681)  -0.453
P (-1.0558, 1.3644, -0.7582)  2.452
O (-0.3577, 0.5140, 0.2640)  -1.150
N (-2.6567, 0.9672, -0.8726)  -0.627
C (-3.3878, 0.4052, 0.2685)  -0.432
C (-3.5324, 1.4529, -1.9491)  -0.434
N (-0.4543, 1.5367, -2.2377)  -0.818
C (0.7402, 2.3700, -2.4792)  -0.411
C (-0.6429, 0.4828, -3.2577)  -0.411
H (-0.5698, 3.9525, 1.5450)  0.267
H (-1.0959, 2.2811, 1.8527)  0.236
H (-2.3010, 3.5792, 1.5491)  0.251
H (-1.0018, 4.9137, -0.7446)  0.269
H (-2.6784, 4.3544, -0.6993)  0.253
H (-1.5976, 3.8202, -2.0222)  0.244
H (-2.7016, 0.0806, 1.0450)  0.229
H (-3.9742, -0.4437, -0.0855)  0.249
H (-4.0740, 1.1564, 0.6654)  0.236
H (-2.9538, 1.8660, -2.7690)  0.235
H (-4.2088, 2.2120, -1.5497)  0.237
H (-4.1290, 0.6135, -2.3080)  0.255
H (0.8526, 3.1242, -1.7019)  0.216
H (0.6210, 2.8732, -3.4379)  0.244
H (1.6345, 1.7475, -2.5048)  0.216
H (-1.4823, -0.1608, -3.0006)  0.220
H (0.2604, -0.1218, -3.3371)  0.216
H (-0.8465, 0.9610, -4.2149)  0.242
O (-1.0680, 0.8445, 4.7746)  -0.632
Cl (-0.2922, 0.0239, 3.9759)  2.478
O (0.6190, 0.8130, 3.0244)  -0.817
O (0.5143, -0.9525, 4.5885)  -0.699
O (-1.1169, -0.7018, 2.8937)  -0.820

Below is a molecular structure, C16H27GaN2 at a distorted geometry, with properties calculated with ωB97M-V with the def2-TZVPD basis set.

## Properties
Charge: +2
LUMO level (spin up / spin down), eV: -9.199 / -9.305
Orbital gap (spin up / spin down), Eh: 0.2448 / 0.2386
E_tot, a.u.: -2659.50640
HOMO level (spin up / spin down), eV: -15.859 / -15.798

Each line ends with the natural charge from an NBO analysis.
Element x y z (Å)
C (1.4398, 2.3610, -0.6995)  -0.972
H (2.3859, 2.9237, -0.6629)  0.266
H (1.4829, 1.8459, -1.6680)  0.233
H (2.6915, -0.1733, 1.0912)  -0.321
C (0.2633, 3.3563, -0.7500)  -0.398
H (-0.6256, 2.8356, -1.1259)  0.191
H (0.0056, 3.7285, 0.2473)  0.207
C (0.5821, 4.5407, -1.6742)  -0.606
H (-0.2685, 5.2286, -1.7536)  0.239
H (1.4235, 5.1137, -1.2789)  0.221
H (0.8573, 4.1778, -2.6709)  0.211
C (-0.8467, -2.1627, 0.2198)  0.125
C (-1.4675, -1.2698, -0.6836)  0.104
C (-0.4837, -0.8005, -1.5975)  0.195
C (0.7571, -1.4068, -1.2480)  0.038
C (0.5266, -2.2579, -0.1278)  0.097
C (1.5371, -3.0632, 0.5954)  -0.687
C (2.0714, -1.1723, -1.8926)  -0.694
C (-0.7179, 0.1665, -2.6946)  -0.707
C (-2.8971, -0.8895, -0.6618)  -0.688
C (-1.5257, -2.9296, 1.2864)  -0.688
Ga (1.7785, 0.9785, 0.6196)  1.500
H (2.8940, -1.4015, -1.2026)  0.248
H (2.1892, -1.8219, -2.7755)  0.292
H (2.1788, -0.1341, -2.2388)  0.245
H (2.5572, -2.6819, 0.4299)  0.248
H (1.3401, -3.0678, 1.6840)  0.239
H (1.5144, -4.1189, 0.2632)  0.289
H (-2.3175, -2.3280, 1.7505)  0.253
H (-1.9907, -3.8461, 0.8856)  0.290
H (-0.8184, -3.2218, 2.0713)  0.244
H (-3.0781, -0.0034, -1.2776)  0.249
H (-3.5338, -1.7039, -1.0391)  0.287
H (-3.2267, -0.6610, 0.3608)  0.253
H (0.1402, 0.8365, -2.8456)  0.245
H (-0.9073, -0.3463, -3.6548)  0.288
H (-1.6018, 0.7890, -2.4861)  0.247
N (0.6573, -0.1523, 3.0082)  -0.311
C (-0.4011, -0.3326, 3.8112)  0.039
C (-1.4243, 0.4509, 3.2981)  -0.311
C (-0.9361, 1.0679, 2.1425)  0.028
N (0.3569, 0.6939, 1.9788)  -0.484
H (1.5921, -0.5638, 3.0775)  0.451
H (-0.3455, -0.9610, 4.6860)  0.269
H (-2.4021, 0.5841, 3.7226)  0.274
H (-1.4066, 1.7927, 1.4802)  0.260

Below is a molecular structure, C16H27N6O4PReS3 at a distorted geometry, with properties calculated with ωB97M-V with the def2-TZVPD basis set.

## Properties
Charge: +1
LUMO level, eV: -4.131
Orbital gap, Eh: 0.2331
E_tot, a.u.: -2869.48617
HOMO level, eV: -10.475

Each line ends with the natural charge from an NBO analysis.
Element x y z (Å)
Re (0.2258, -0.7812, 0.6273)  0.925
C (-0.9075, -2.3150, -4.5081)  -0.646
C (-1.4462, -1.5378, -3.3253)  -0.070
O (-0.5429, -0.5041, -2.8351)  -0.872
P (0.9133, -0.8736, -2.2212)  1.734
S (0.8196, -2.5635, -1.1720)  -0.439
S (1.3722, 0.6697, -0.9971)  -0.427
O (1.8738, -1.0347, -3.4587)  -0.834
C (1.8857, -0.1632, -4.6194)  -0.061
C (2.9368, 0.9181, -4.4806)  -0.635
H (-1.6661, -3.0247, -4.8366)  0.241
H (-0.0171, -2.8768, -4.2323)  0.226
H (-0.6726, -1.6515, -5.3399)  0.218
H (-1.6749, -2.2165, -2.4989)  0.198
H (-2.3462, -0.9897, -3.6027)  0.201
H (0.8917, 0.2642, -4.7579)  0.187
H (2.1078, -0.8164, -5.4610)  0.208
H (2.8133, 1.4661, -3.5466)  0.216
H (2.8378, 1.6201, -5.3081)  0.230
H (3.9391, 0.4939, -4.5044)  0.226
C (-1.4842, 2.7847, -1.7780)  -0.680
C (-2.0332, 2.6015, -0.4160)  0.358
N (-2.5347, 3.5239, 0.3298)  -0.244
N (-3.0030, 2.8892, 1.4415)  -0.384
C (-2.8180, 1.5559, 1.4188)  0.197
S (-3.2724, 0.3535, 2.4515)  -0.217
N (-2.1553, 1.3777, 0.2239)  -0.265
N (-1.7212, 0.1075, -0.1732)  -0.581
H (-1.4967, 3.8428, -2.0252)  0.266
H (-2.0954, 2.2525, -2.5104)  0.236
H (-0.4647, 2.4107, -1.8473)  0.251
H (-3.5060, 3.3993, 2.1460)  0.437
H (-1.6993, 0.0792, -1.1937)  0.424
H (-2.4386, -0.5378, 0.1826)  0.442
O (2.1683, -1.5427, 1.4319)  -0.693
C (2.3193, -2.3831, 2.6053)  -0.063
C (1.9647, -1.6440, 3.8838)  -0.420
C (0.4891, -1.1963, 3.9905)  -0.464
C (0.3147, 0.2368, 3.5836)  0.276
C (0.2988, 1.1982, 4.5892)  -0.232
C (0.2788, 2.5444, 4.2848)  -0.118
C (0.3007, 2.9104, 2.9486)  -0.243
C (0.2878, 1.9153, 1.9982)  0.057
N (0.2630, 0.5995, 2.2831)  -0.498
H (2.5446, -2.0210, 0.6746)  0.520
H (3.3693, -2.6757, 2.6524)  0.205
H (1.7016, -3.2782, 2.4955)  0.191
H (2.6328, -0.7884, 4.0027)  0.221
H (2.1785, -2.3365, 4.6986)  0.242
H (0.1595, -1.2914, 5.0232)  0.239
H (-0.1354, -1.8426, 3.3886)  0.253
H (0.3119, 0.8676, 5.6180)  0.235
H (0.2619, 3.2870, 5.0706)  0.238
H (0.3224, 3.9458, 2.6407)  0.242
H (0.3016, 2.1785, 0.9496)  0.212
O (-2.3078, -4.1169, 1.3386)  -0.494
C (-1.6501, -3.1506, 1.3220)  0.842
N (-0.9966, -2.1403, 1.3544)  -0.814

Below is a single C16H27NO3 molecule at a distorted geometry, with properties calculated with ωB97M-V with the def2-TZVPD basis set.

## Properties
LUMO level, eV: -0.202
Orbital gap, Eh: 0.3207
SMILES: CCCCO[C@H](OC[C@@H](CCC)OC)c1ccccn1
E_tot, a.u.: -905.86065
HOMO level, eV: -8.929

Each line ends with the natural charge from an NBO analysis.
Element x y z (Å)
C (1.3342, -3.4176, 0.5084)  -0.643
C (2.0248, -3.2874, -0.9746)  -0.424
C (3.4375, -2.4446, -0.8738)  -0.429
C (3.2133, -0.8541, -0.5440)  -0.093
O (2.2069, -0.1789, -1.3790)  -0.570
C (1.1021, 0.3788, -0.5835)  0.364
O (-0.1054, 0.7274, -1.3942)  -0.543
C (-0.9265, -0.4641, -1.6591)  -0.089
C (-2.3055, -0.5462, -0.7300)  0.083
C (-3.3897, 0.6150, -1.1348)  -0.442
C (-3.1930, 2.0105, -0.2773)  -0.416
C (-3.1173, 1.8078, 1.3478)  -0.645
O (-2.9370, -1.8565, -1.0275)  -0.574
C (-3.9294, -2.2253, -0.0049)  -0.277
C (1.5626, 1.6787, 0.3639)  0.182
C (2.8738, 2.5067, -0.1583)  -0.275
C (3.3667, 3.7822, 0.7944)  -0.178
C (2.4560, 4.0906, 2.1582)  -0.284
C (1.1648, 3.1132, 2.4044)  0.021
N (0.7170, 1.9421, 1.5760)  -0.449
H (2.1813, -3.3887, 1.3487)  0.211
H (0.7062, -4.4223, 0.6009)  0.225
H (0.5906, -2.5489, 0.7845)  0.207
H (2.3345, -4.3954, -1.2930)  0.214
H (1.3303, -2.8342, -1.8053)  0.224
H (4.0450, -2.9293, 0.0322)  0.210
H (4.1291, -2.5754, -1.8267)  0.219
H (3.0005, -0.7416, 0.6157)  0.195
H (4.2379, -0.2691, -0.7254)  0.195
H (0.7297, -0.4607, 0.1710)  0.170
H (-0.3407, -1.4675, -1.4438)  0.196
H (-1.3090, -0.4986, -2.7840)  0.203
H (-2.0049, -0.5743, 0.4022)  0.184
H (-3.2340, 0.8297, -2.2980)  0.216
H (-4.5158, 0.3076, -1.0174)  0.219
H (-4.1614, 2.6678, -0.4961)  0.203
H (-2.2669, 2.6060, -0.6820)  0.225
H (-3.0273, 2.8476, 1.9214)  0.218
H (-4.0712, 1.2747, 1.8164)  0.204
H (-2.1877, 1.1704, 1.7012)  0.220
H (-4.0212, -3.3985, 0.0667)  0.203
H (-3.7065, -1.7680, 1.0699)  0.182
H (-5.0200, -1.8402, -0.3007)  0.176
H (3.5248, 2.2782, -1.1033)  0.259
H (4.3145, 4.4397, 0.5463)  0.238
H (2.6855, 4.9471, 2.9218)  0.244
H (0.5004, 3.3654, 3.3644)  0.222